[1]
14
Properties=species:S:1:pos:R:3:forces:R:3 method="wB97M-V/def2-TZVPD" homo_ev=-8.55 orbital_gap_ev=9.39 smiles="C/C=C/N.O" charge=0 de_lowest_kj_mol=225.5
C 1.02667 0.90519 -0.91525 0.1 -3.9 -0.1
C 0.52056 1.11003 0.52727 -0.5 0.4 -0.8
C -0.70543 0.68629 0.94184 0.6 -0.9 -1.8
N -1.30684 0.64483 2.20942 0.5 3.2 -0.8
H 2.06850 1.07883 -1.23372 -0.1 0.3 1.3
H 0.52271 1.27599 -1.76577 -1.4 0.9 -0.5
H 0.94310 -0.26818 -1.09509 0.2 2.1 0.3
H 1.27834 1.63907 1.10670 -0.5 -0.4 0.7
H -1.42562 0.28352 0.17442 1.2 0.1 0.4
H -1.36167 -0.21580 2.67588 0.1 -0.9 0.7
H -1.04311 1.49667 2.70367 -0.2 -1.0 0.7
O 0.23309 -2.99054 -1.69250 -2.5 -2.4 -1.5
H -0.16616 -2.14845 -1.53661 -0.2 1.1 0.3
H -0.58413 -3.49746 -2.10027 2.6 1.3 1.2

[2]
6
Properties=species:S:1:pos:R:3:forces:R:3 method="wB97M-V/def2-TZVPD" homo_ev=-9.25 orbital_gap_ev=8.74 smiles=ClCOI charge=0 de_lowest_kj_mol=181.5
Cl -0.98661 0.68231 1.29515 -0.1 0.4 0.9
C -0.12946 -0.52713 0.42120 1.8 2.3 -3.5
O 0.00824 0.05958 -1.09667 0.0 -1.4 2.2
I 1.03331 1.67290 -1.51177 0.1 0.0 0.4
H -0.88817 -1.21410 0.04550 0.9 -1.0 0.9
H 0.96268 -0.67356 0.84659 -2.6 -0.4 -0.9

[3]
17
Properties=species:S:1:pos:R:3:forces:R:3 method="wB97M-V/def2-TZVPD" homo_ev="-10.60 / -9.83" orbital_gap_ev="8.48 / 7.70" charge=0 de_lowest_kj_mol=158.5
C -2.01173 0.21346 -1.44963 0.2 1.7 1.5
C 1.04315 -0.43724 0.45486 -0.5 -0.2 0.6
C 1.27071 0.24656 1.76608 -1.3 1.5 -0.9
C 1.55076 0.20915 -0.75963 0.8 1.5 -3.1
O -2.19275 0.30963 1.34640 0.0 0.2 -0.2
O -2.13541 -1.87832 0.15515 0.0 -0.8 0.2
F 1.46582 -1.70375 0.56317 -0.3 -0.1 -0.3
F 1.04822 1.61505 1.65319 0.8 -1.7 0.4
F 0.35333 -0.22231 2.58642 0.1 -0.2 1.3
F 2.49176 -0.01243 2.19908 0.1 0.5 0.6
F 1.05726 -0.51862 -1.80353 0.7 0.4 0.3
F 1.05702 1.49339 -0.91444 0.7 -1.7 0.3
F 2.95102 0.30387 -0.97064 -2.7 -0.4 0.9
S -1.72116 -0.52070 0.27956 1.8 1.2 -1.1
H -2.93543 0.85282 -1.24666 1.3 -0.8 -0.7
H -1.11943 0.74990 -1.90679 -1.3 -0.5 1.1
H -2.17316 -0.70047 -1.95258 -0.5 -0.7 -0.8